Density functional theory data (ωB97M-V with the def2-TZVPD basis set) for a 4-piece molecular cluster, C17H39NO8 overall at a distorted geometry.

Structure (XYZ):
```
65
C17H39NO8 | the OMol25 dataset | ωB97M-V with the def2-TZVPD basis set
O 2.386 2.299 1.634
C 1.587 1.656 0.925
O 0.809 0.683 1.485
C 1.311 1.981 -0.517
C 1.278 0.781 -1.486
C 2.574 0.548 -2.239
N 3.343 -0.576 -1.654
O 3.537 -0.350 -0.266
C 4.622 -0.602 -2.292
O 4.806 -1.251 -3.324
O 5.602 0.111 -1.662
H 0.555 0.048 0.820
H 2.085 2.667 -0.827
H 0.364 2.504 -0.566
H 0.505 0.971 -2.218
H 0.988 -0.131 -0.980
H 3.177 1.454 -2.274
H 2.353 0.249 -3.256
H 2.956 -0.998 0.133
H 5.648 0.985 -2.045
C 4.614 -4.469 -1.659
C 3.999 -3.978 -0.360
O 2.645 -3.573 -0.481
C 1.735 -4.565 -0.917
C 1.649 -5.776 -0.004
H 4.543 -3.700 -2.428
H 5.666 -4.710 -1.502
H 4.122 -5.368 -2.033
H 4.532 -3.089 -0.022
H 4.105 -4.730 0.430
H 1.966 -4.871 -1.943
H 0.768 -4.064 -0.949
H 2.592 -6.320 0.047
H 0.889 -6.466 -0.374
H 1.379 -5.474 1.008
C -3.372 1.938 3.682
C -4.306 0.750 3.830
O -4.159 -0.216 2.805
C -2.860 -0.770 2.686
C -2.387 -1.501 3.929
H -3.516 2.415 2.711
H -3.567 2.675 4.461
H -2.324 1.648 3.757
H -5.340 1.088 3.759
H -4.191 0.286 4.816
H -2.136 0.002 2.398
H -2.924 -1.470 1.852
H -2.298 -0.836 4.789
H -1.406 -1.941 3.750
H -3.083 -2.299 4.191
C -2.505 3.957 -3.160
C -2.698 2.815 -2.177
O -2.278 3.107 -0.857
C -2.952 4.183 -0.229
C -4.450 3.974 -0.105
H -1.460 4.269 -3.184
H -2.797 3.639 -4.161
H -3.109 4.827 -2.901
H -2.090 1.964 -2.483
H -3.739 2.473 -2.183
H -2.731 5.126 -0.741
H -2.512 4.257 0.766
H -4.936 3.905 -1.078
H -4.901 4.808 0.433
H -4.660 3.053 0.441
```

Results
total charge = 0
HOMO-LUMO gap = 10.049 eV
relative energy (zero: lowest compared OMol25 entry of this formula, charge and spin) = 0.0 kJ/mol
SMILES = O=C(O)CCCN(O)C(=O)O.CCOCC.CCOCC.CCOCC
highest occupied orbital energy = -0.356 hartree
DFT total energy = -36128.525 eV